*P*
This record from the OMol25 dataset describes a molecular structure, C3H5NOS. The level of theory is ωB97M-V/def2-TZVPD.

Results
HOMO level = -9.08 eV
Lowest unoccupied orbital energy = 0.29 eV
Charge = 0
Orbital gap = 9.3645 eV

Each line ends with the Löwdin charge.
Positions of all 11 atoms, in Å:
C1 -0.90563 -1.58951 1.02118  -0.138
C2 -0.11004 -0.52385 0.52257  -0.925
C3 0.68168 1.10771 -0.86666  -0.418
H1 -1.95213 -1.74569 0.38887  0.108
H2 0.15604 -2.52737 0.75205  0.202
H3 -1.00174 -1.58537 2.59922  0.211
H4 0.25073 -0.08162 1.46444  0.080
H5 0.80542 2.13766 -1.10808  0.053
N1 1.62194 0.22481 -0.71440  0.066
O1 0.86188 -0.96212 -0.36538  -0.175
S1 -0.90643 0.99748 -0.01470  0.936

*Q*
This record from the OMol25 dataset describes C3H5NOS in the gas phase. The level of theory is ωB97M-V/def2-TZVPD.

Results
HOMO level = -9.35 eV
Lowest unoccupied orbital energy = 0.81 eV
Charge = 0
Orbital gap = 10.1554 eV

Each line ends with the Löwdin charge.
Positions of all 11 atoms, in Å:
C1 -0.85215 -0.28238 -0.61942  -0.201
C2 0.37373 -1.08393 -0.14883  -0.212
C3 -0.20930 0.92571 -0.16252  -0.424
N1 1.08895 0.25625 0.10827  -0.195
O1 0.80033 1.99785 2.16174  -0.517
S1 0.25546 0.75630 1.59724  0.998
H1 -0.93520 -0.51335 -1.73392  0.141
H2 -1.75379 -0.48810 -0.04772  0.101
H3 0.54980 -1.89844 0.56985  0.109
H4 0.94458 -1.45372 -1.02554  0.108
H5 -0.26240 1.78380 -0.69915  0.091

*R*
This record from the OMol25 dataset describes C3H5NOS in the gas phase. The level of theory is ωB97M-V/def2-TZVPD.

Results
HOMO level = -8.08 eV
Lowest unoccupied orbital energy = 0.13 eV
Charge = 0
Orbital gap = 8.2071 eV

Each line ends with the Löwdin charge.
Positions of all 11 atoms, in Å:
C1 -0.81487 0.49735 -0.10566  -0.320
C2 -0.60283 -0.78393 1.98708  -0.012
C3 0.05217 0.28771 -1.28476  -0.277
N1 -0.25694 -0.37191 0.88290  -0.345
O1 2.44723 -0.24111 0.17509  -0.504
S1 1.24095 -0.84441 -0.29106  0.964
H1 -1.88694 0.45814 -0.33330  0.120
H2 0.32310 -1.24447 2.41168  0.027
H3 -0.28851 -0.48200 -2.03372  0.086
H4 0.46076 1.17254 -1.80242  0.099
H5 -0.67410 1.55209 0.39418  0.161

Question: which arrangement is favored energetically? Ranking from most to least stable: *Q*, *R*, *P*.